{
  "formula": "C23H33NOP2Sc",
  "method": "ωB97M-V/def2-TZVPD",
  "homo_lumo_gap_ev": 6.5022,
  "total_energy_ev": -67195.979,
  "charge": 1,
  "e_homo_ev": -9.58,
  "elements": ["C", "C", "C", "C", "C", "C", "C", "C", "C", "C", "C", "C", "C", "H", "H", "H", "H", "H", "H", "H", "N", "Sc", "C", "H", "H", "C", "H", "H", "P", "P", "C", "H", "H", "H", "C", "H", "H", "H", "C", "H", "H", "H", "C", "H", "H", "H", "H", "H", "C", "C", "C", "O", "C", "H", "H", "H", "H", "H", "H", "H", "H"],
  "xyz": [[-1.472, 3.199, -3.883], [-1.262, 1.878, -3.464], [0.085, 1.406, -3.344], [1.172, 2.245, -3.522], [0.929, 3.561, -3.966], [-0.380, 4.008, -4.184], [2.495, 1.633, -3.056], [2.665, 0.194, -3.511], [1.512, -0.557, -3.314], [1.544, -1.979, -3.377], [2.795, -2.570, -3.669], [3.914, -1.798, -3.949], [3.879, -0.410, -3.832], [-2.489, 3.609, -3.950], [1.754, 4.213, -4.239], [-0.571, 4.996, -4.609], [3.310, 2.281, -3.380], [2.892, -3.669, -3.689], [4.827, -2.276, -4.323], [4.734, 0.197, -4.087], [0.349, 0.108, -2.865], [0.216, 0.077, -0.783], [-2.382, 1.087, -2.833], [-2.339, 0.052, -3.177], [-3.387, 1.455, -3.051], [0.384, -2.753, -2.835], [-0.517, -2.358, -3.309], [0.512, -3.834, -2.939], [-2.280, 0.976, -1.022], [0.070, -2.430, -1.017], [1.316, -3.546, -0.297], [1.241, -3.553, 0.801], [1.129, -4.555, -0.696], [2.306, -3.190, -0.603], [-1.425, -3.456, -0.731], [-1.164, -4.499, -0.939], [-1.740, -3.375, 0.315], [-2.243, -3.132, -1.381], [-2.992, 2.545, -0.434], [-4.002, 2.649, -0.837], [-3.032, 2.554, 0.666], [-2.385, 3.387, -0.779], [-3.696, -0.116, -0.701], [-3.830, -0.349, 0.356], [-4.596, 0.408, -1.037], [-3.642, -1.043, -1.274], [2.570, 1.494, -1.999], [-0.881, 1.507, -0.379], [-0.922, 0.206, 3.618], [-0.063, -1.029, 3.705], [0.384, -1.316, 2.275], [-0.185, -0.315, 1.366], [-1.156, 0.518, 2.157], [-1.847, 0.059, 4.171], [-0.399, 1.033, 4.083], [-0.642, -1.871, 4.100], [0.791, -0.922, 4.372], [1.472, -1.319, 2.096], [-0.079, -2.291, 2.027], [-2.161, 0.198, 1.875], [-0.962, 1.577, 1.969]]
}

---

{
  "formula": "CH3N4O",
  "method": "ωB97M-V/def2-TZVPD",
  "smiles": "Nc1n[nH+]on1",
  "homo_lumo_gap_ev": 9.3813,
  "total_energy_ev": -9081.385,
  "charge": 1,
  "e_homo_ev": -15.25,
  "de_lowest_kj_mol": 257.8,
  "elements": ["N", "C", "N", "N", "O", "N", "H", "H", "H"],
  "xyz": [[1.207, -0.037, 0.046], [-0.010, -0.388, 0.113], [-1.231, 0.571, -0.220], [-2.156, -0.119, 0.090], [-1.839, -1.376, 0.456], [-0.533, -1.539, 0.485], [1.412, 0.797, -0.503], [1.715, -0.821, 0.044], [-3.262, 0.046, 0.041]]
}

---

{
  "formula": "C3H3NO2",
  "method": "ωB97M-V/def2-TZVPD",
  "homo_lumo_gap_ev": 10.9446,
  "total_energy_ev": -8743.518,
  "e_homo_ev": -10.26,
  "de_lowest_kj_mol": 155.6,
  "elements": ["C", "C", "C", "N", "O", "O", "H", "H", "H"],
  "xyz": [[-4.327, 1.670, 0.305], [-2.183, -1.343, -0.024], [-0.157, 0.108, -0.163], [-1.066, -0.971, -0.228], [-3.928, 0.651, -0.014], [-3.134, -2.027, -0.166], [-0.676, 1.099, -0.080], [0.582, 0.135, 0.628], [0.568, 0.185, -1.090]]
}

---

{
  "formula": "CH3O3",
  "method": "ωB97M-V/def2-TZVPD",
  "homo_lumo_gap_ev": 8.8842,
  "total_energy_ev": -7229.271,
  "charge": -1,
  "e_homo_ev": -4.34,
  "de_lowest_kj_mol": 70.9,
  "elements": ["O", "H", "H", "O", "O", "C", "H"],
  "xyz": [[0.474, 0.823, 1.745], [-0.135, 0.729, 2.512], [-0.024, 0.445, 0.985], [-0.383, -0.201, -0.126], [0.988, -0.315, -1.806], [-0.105, -0.482, -1.311], [-0.816, -0.999, -1.999]]
}

---

- Which formula does entry 4 have?
  CH3O3